# 1
A molecular structure, C5H7FS in a non-equilibrium geometry. Source: the OMol25 dataset; level of theory: wB97M-V/def2-TZVPD.

Structure (ORCA input):
```
! RIJCOSX wB97M-V def2-TZVPD def2/J DEFGRID3
* xyz 0 1
C -2.7357 -0.2361 0.4007
C -1.9656 0.7153 -0.0987
C 1.1207 -0.3286 -0.6098
C 2.5023 -0.4738 -0.1569
C 3.6314 -0.5977 0.2397
H -2.5877 -0.7359 1.3538
H -1.0966 1.0500 0.4592
H -2.1803 1.1685 -1.0587
H 0.5548 1.0998 1.2085
H 1.0802 -0.3289 -1.7037
H 0.5237 -1.1734 -0.2721
H 4.6366 -0.7021 0.5846
F -3.8200 -0.6959 -0.2455
S 0.3361 1.2389 -0.1013
*
```

Computed properties:
- energy (eV) = -18845.07092
- HOMO energy (eV) = -7.770
- energy above the lowest of the compared OMol25 structures with the same formula, charge and spin (eV) = 5.568

These are the Löwdin partial charges, in e, on atoms 1 to 6:
1 C -0.22
2 C -0.15
3 C -0.49
4 C -0.22
5 C 0.11
6 H 0.11

# 2
2 unconnected molecules or ions with the total composition C15H20N2O6 in a non-equilibrium geometry. Source: the OMol25 dataset; level of theory: wB97M-V/def2-TZVPD.

Structure (ORCA input):
```
! RIJCOSX wB97M-V def2-TZVPD def2/J DEFGRID3
* xyz 0 1
C 2.3131 -1.3619 2.2619
C 1.0137 -1.5754 1.3106
H 0.9564 -2.6423 0.9371
H 0.1232 -1.1263 1.8146
O 0.9678 -0.5569 0.0495
C 1.7670 -0.9904 -0.8332
O 2.1766 -2.0729 -0.8265
C 1.9939 0.0361 -2.0912
N 1.1973 1.2230 -1.8112
C 1.4983 2.0491 -0.7727
O 2.8892 2.1886 -0.3748
C 0.4740 3.0186 -0.4109
N -0.6958 2.1470 0.4542
C -1.3084 1.2195 0.0079
O -1.6150 1.1437 -1.3239
O -2.0438 0.6705 1.0743
C -3.1516 -0.3761 0.5786
C -2.3509 -1.6686 0.3568
C -2.2363 -2.7941 1.1974
C -1.5657 -3.8625 1.1879
C -1.0302 -4.0889 -0.2115
C -0.8918 -3.1141 -1.0086
C -1.5823 -2.0194 -0.9141
H -1.6267 -1.2126 -1.5746
H -0.4515 -3.4351 -2.3493
H -0.5133 -5.1631 -0.2866
H -1.8002 -4.5640 1.9160
H -2.6424 -2.5393 2.1586
H -3.7352 -0.3683 1.3984
H -3.4932 -0.0531 -0.3563
H -0.3166 2.1166 1.4519
H -0.2457 3.3456 -1.2623
C 0.9219 4.0789 0.5451
O -0.3287 4.9464 0.9709
H 0.0608 5.7258 1.4309
H 1.7513 4.6092 -0.1057
H 1.4259 3.7155 1.2181
H 0.2585 1.0692 -1.6282
H 1.8243 -0.3974 -2.9436
H 3.2211 0.3925 -1.8756
H 3.1133 -1.7647 1.8241
H 2.3290 -1.7708 3.3082
H 2.4903 -0.1620 2.4574
*
```

Computed properties:
- energy (eV) = -31133.48798
- HOMO energy (eV) = -8.963
- energy above the lowest of the compared OMol25 structures with the same formula, charge and spin (eV) = 12.909

These are the Löwdin partial charges, in e, on atoms 1 to 6:
1 C -0.05
2 C -0.04
3 H 0.11
4 H 0.11
5 O -0.01
6 C -0.59

# 3
C4H5N3O8 in the gas phase in a non-equilibrium geometry. Source: the OMol25 dataset; level of theory: wB97M-V/def2-TZVPD.

Structure (ORCA input):
```
! RIJCOSX wB97M-V def2-TZVPD def2/J DEFGRID3
* xyz 0 1
C -2.9511 0.2112 0.0835
C -1.4023 0.4612 0.3158
O -0.7182 0.5845 -0.8450
C -0.8576 -0.6516 1.1639
O -1.4623 -1.5129 1.6646
O 0.4923 -0.4798 1.4762
N 1.2756 0.5921 0.8554
O 1.3462 1.6217 1.4122
C 1.9329 0.0561 -0.1605
N 1.6605 -1.3380 -0.6338
O 2.6347 -2.0008 -0.6289
O 0.5491 -1.6012 -0.8887
N 2.9645 0.7246 -0.9622
O 3.1682 0.1629 -2.0428
O 3.3887 1.7504 -0.5308
H -3.5476 0.9925 0.3254
H -3.1181 -0.1133 -0.9077
H -3.1488 -0.5861 0.7777
H -1.1414 1.3363 0.8076
H -1.0651 -0.2099 -1.2819
*
```

Computed properties:
- energy (eV) = -25067.46472
- structure (SMILES) = C[C@H](O)C(=O)O[N+]([O-])=C([N+](=O)[O-])[N+](=O)[O-]
- HOMO energy (alpha / beta) (eV) = -10.678 / -10.678
- energy above the lowest of the compared OMol25 structures with the same formula, charge and spin (eV) = 0.000

These are the Löwdin partial charges, in e, on atoms 1 to 6:
1 C 0.05
2 C -0.35
3 O 0.00
4 C -0.42
5 O 0.21
6 O 0.11

# 4
A molecular structure, C11H18MgN4O2 in a non-equilibrium geometry. Source: the OMol25 dataset; level of theory: wB97M-V/def2-TZVPD.

Structure (ORCA input):
```
! RIJCOSX wB97M-V def2-TZVPD def2/J DEFGRID3
* xyz 2 1
Mg 0.1123 0.1167 -0.7785
C 0.6925 4.1708 -2.2671
C 0.0114 3.0134 -1.5681
O 0.5934 1.9024 -1.4473
N -1.2250 3.2446 -1.1015
C -2.1095 2.1830 -0.6061
C -1.6611 1.7199 0.7586
C -2.0309 2.4288 1.8987
C -1.7612 1.9080 3.1558
C -0.9931 0.7442 3.2504
C -0.6174 0.0710 2.0873
N -1.0095 0.5322 0.8408
H 0.2724 4.2903 -3.2878
H 1.7913 3.8657 -2.3925
H 0.6259 5.1741 -1.7146
H -1.6521 4.1431 -1.2905
H -2.0326 1.3375 -1.2698
H -3.1290 2.5341 -0.6280
H -2.4434 3.4780 1.8613
H -1.9903 2.5680 3.9895
H -0.5240 0.4067 4.2255
H 0.0192 -0.7998 2.1753
C 2.8780 -4.5953 -0.7555
N 2.0788 -3.8441 0.1638
C 1.3117 -4.5228 1.1761
C 1.7538 -2.6043 -0.0732
N 1.3102 -1.5242 -0.2414
H 2.9381 -4.0581 -1.7363
H 2.4898 -5.6154 -0.8852
H 3.9249 -4.6121 -0.3927
H 0.4946 -5.0842 0.7271
H 0.8851 -3.7658 1.8693
H 1.9545 -5.2073 1.7741
O -0.7989 -0.9299 -2.2595
H -1.5621 -0.7841 -2.8622
H -0.5979 -1.8850 -2.3961
*
```

Computed properties:
- energy (eV) = -27188.34014
- HOMO energy (eV) = -15.858
- energy above the lowest of the compared OMol25 structures with the same formula, charge and spin (eV) = 0.015

These are the Löwdin partial charges, in e, on atoms 1 to 6:
1 Mg 0.76
2 C 0.03
3 C -0.44
4 O -0.02
5 N 0.11
6 C -0.07

Question: Which value of energy above the lowest of the compared OMol25 structures with the same formula, charge and spin does entry 4 give?
Answer: 0.015 eV

Question: What is the energy above the lowest of the compared OMol25 structures with the same formula, charge and spin in the first record?
Answer: 5.568 eV